The following is a quantum chemistry calculation of the molecule C4H10N2O, from the OMol25 dataset.

charge	0
gap between HOMO and LUMO	9.992	eV
E_LUMO	0.933	eV
HOMO energy	-9.06	eV
structure (SMILES)	C[C@H](CN)NC=O

Last column: natural (NBO) charge in e.
Positions of all 17 atoms, in Å:
C 1.428 -0.801 -0.206  -0.622
C -0.010 -0.496 0.208  -0.046
C -0.803 0.287 -0.874  -0.222
N -1.506 -0.684 -1.709  -0.868
N -0.021 0.220 1.495  -0.645
C 0.433 1.504 1.680  0.532
O 0.176 2.444 0.968  -0.586
H 1.449 -1.594 -0.949  0.223
H 1.887 0.103 -0.607  0.209
H 1.982 -1.113 0.678  0.207
H -0.561 -1.425 0.338  0.206
H -0.048 0.766 -1.496  0.194
H -1.469 1.014 -0.420  0.202
H -2.408 -0.938 -1.339  0.359
H -1.556 -0.514 -2.698  0.371
H 0.010 -0.365 2.314  0.386
H 1.019 1.591 2.615  0.100

The following is a quantum chemistry calculation of the molecule C4H8N2, from the OMol25 dataset.

charge	0
gap between HOMO and LUMO	8.398	eV
E_LUMO	1.077	eV
HOMO energy	-7.32	eV
structure (SMILES)	C=CN(N)C=C

Last column: natural (NBO) charge in e.
Positions of all 14 atoms, in Å:
C -1.761 -0.407 -1.364  -0.523
C -1.425 0.159 -0.201  0.012
N -0.194 0.261 0.327  -0.271
N 0.039 0.970 1.490  -0.646
C 0.892 -0.458 -0.241  -0.008
C 2.033 -0.673 0.383  -0.507
H -2.731 -0.405 -1.612  0.195
H -1.136 -0.881 -2.117  0.193
H -2.242 0.578 0.385  0.203
H 1.067 1.092 1.438  0.370
H -0.517 1.855 1.417  0.360
H 0.843 -0.724 -1.242  0.206
H 3.020 -0.925 -0.120  0.223
H 2.111 -0.443 1.456  0.192

The following is a quantum chemistry calculation of a cluster of 11 separate species, C5H31NO10 in total, from the OMol25 dataset.

charge	+1
gap between HOMO and LUMO (alpha / beta)	8.510 / 4.659	eV
E_LUMO (alpha / beta)	-4.515 / -8.364	eV
multiplicity	2
HOMO energy (alpha / beta)	-13.02 / -13.02	eV

Last column: Löwdin spin population.
Positions of all 47 atoms, in Å:
C 2.677 -1.696 2.261  0.003
C 1.386 -1.238 1.717  0.027
C 1.516 0.262 1.282  0.075
C 0.516 1.048 1.986  0.293
C 0.029 2.195 1.426  0.285
N -1.145 2.973 1.776  0.204
H 3.030 -2.538 1.717  0.001
H 2.381 -1.910 3.295  0.000
H 3.589 -1.033 2.101  0.002
H 0.947 -1.843 0.853  0.006
H 0.563 -1.296 2.387  0.001
H 2.568 0.649 1.662  0.050
H 1.488 0.501 0.198  0.006
H 0.373 0.834 2.994  0.009
H 0.273 2.349 0.355  0.011
H -1.587 2.678 2.593  0.003
H -0.964 3.847 2.237  0.020
H -0.623 -4.472 1.222  0.000
H 0.179 -3.570 0.443  0.000
O 0.028 -4.456 0.501  0.001
H -4.380 -0.934 -1.330  0.000
H -3.542 0.268 -0.832  0.000
O -4.045 -0.460 -0.505  0.000
H -2.540 -3.400 2.641  0.000
H -1.839 -2.567 1.532  0.000
O -1.727 -3.294 2.171  0.000
H -0.629 3.673 -2.021  0.000
H -1.689 4.084 -0.902  0.000
O -1.602 4.102 -1.840  0.000
H -3.702 2.017 -2.558  0.000
H -2.689 2.742 -1.685  0.000
O -3.126 1.832 -1.729  0.000
H -1.741 -0.536 -0.006  0.000
H -1.658 -1.602 -1.191  0.000
O -1.230 -1.359 -0.289  0.001
H 2.774 -2.197 -0.474  0.000
H 2.626 -3.546 -1.192  0.000
O 2.680 -2.526 -1.398  0.000
H 1.763 2.312 -2.739  0.000
H 1.996 3.802 -2.810  0.000
O 1.364 3.064 -2.500  0.000
H -1.900 0.634 -2.412  0.000
H -0.335 0.368 -2.576  0.000
O -1.233 -0.094 -2.734  0.000
H 2.378 0.181 -1.556  0.000
H 3.663 -0.319 -2.130  0.000
O 3.134 0.474 -1.941  0.000

The following is a quantum chemistry calculation of the molecule C4H6N2O, from the OMol25 dataset.

charge	0
gap between HOMO and LUMO	11.149	eV
E_LUMO	0.925	eV
HOMO energy	-10.22	eV
structure (SMILES)	[H]/N=C1/OC[C@H]2CN12

Last column: natural (NBO) charge in e.
Positions of all 13 atoms, in Å:
H 0.480 2.810 0.146  0.343
N 0.832 2.232 -0.544  -0.659
C 0.468 1.073 -0.288  0.642
O 0.916 0.074 -1.052  -0.485
C -0.114 -0.948 -1.089  -0.090
C -0.795 -0.736 0.201  -0.130
C 0.119 -0.421 1.267  -0.256
N -0.539 0.640 0.656  -0.418
H -0.786 -0.640 -1.938  0.195
H 0.220 -1.940 -1.075  0.206
H -1.838 -0.941 0.333  0.233
H -0.085 -0.583 2.355  0.210
H 1.121 -0.621 1.028  0.209

The following is a quantum chemistry calculation of a structure of composition H5O3, from the OMol25 dataset.

charge	-1
gap between HOMO and LUMO	9.334	eV
E_LUMO	5.012	eV
HOMO energy	-4.32	eV

Last column: natural (NBO) charge in e.
Positions of all 8 atoms, in Å:
O -1.493 0.268 1.184  -1.115
H -0.429 -0.169 0.746  0.511
O 1.090 0.726 -1.442  -1.002
H 1.085 -0.077 -0.948  0.495
H 0.669 1.310 -0.743  0.454
O 0.374 -1.056 0.237  -1.186
H -1.350 1.146 1.445  0.414
H 0.261 -1.705 -0.333  0.430

Computed relative energy (zero: lowest compared OMol25 entry of this formula, charge and spin), in the same sequence as the records: 129.7, 295.3, 429.6, 275.7, 101.5 kJ/mol.
Computed E_tot, in the same sequence as the records: -343.152066, -266.609534, -1015.815648, -340.689892, -228.712293 a.u..
Computed strongest force on any atom, in the same sequence as the records: 1.1, 3.6, 6.6, 5.5, 7.0 eV Å⁻¹.